DFT (ωB97M-V/def2-TZVPD) results for 8 unconnected molecules or ions with the total composition C30H45O23.

Properties
energy relative to the best compared isomer or geometry (same formula, charge and spin): 1573.96 kJ/mol
net charge: -1

Atoms and positions in Å:
C (0.18338, -0.17727, -1.18236)
C (0.14894, 0.15916, 0.33678)
O (0.08096, 1.37716, 0.69736)
O (0.11275, -0.83999, 1.09474)
H (-0.73811, 0.14107, -1.66984)
H (0.22800, -1.23805, -1.42902)
H (1.00820, 0.36444, -1.64531)
C (0.54755, -2.31254, 3.20095)
C (-0.06397, -2.81671, 1.88578)
C (0.94797, -2.82224, 0.75873)
O (1.10474, -4.21598, 0.42345)
C (0.39397, -4.94446, 1.14245)
O (0.23344, -6.16269, 0.92536)
O (-0.24975, -4.20066, 2.08196)
H (1.35745, -2.93158, 3.58690)
H (-0.27804, -2.24519, 3.90945)
H (1.07931, -1.36827, 3.08393)
H (-0.97535, -2.29638, 1.59126)
H (1.92691, -2.39254, 0.97116)
H (0.62790, -2.26878, -0.12406)
C (-1.95292, 1.59957, 4.56252)
C (-0.99925, 0.99898, 3.52008)
C (-0.02069, 1.87836, 2.87995)
O (1.23814, 1.22673, 2.98311)
C (1.06450, 0.12261, 3.80349)
O (1.98422, -0.53650, 4.21845)
O (-0.22967, 0.04428, 4.18955)
H (-1.48046, 2.23137, 5.31464)
H (-2.56051, 0.85146, 5.07171)
H (-2.63213, 2.23228, 3.99116)
H (-1.54200, 0.54852, 2.68905)
H (-0.02373, 2.85751, 3.35886)
H (-0.26359, 2.12325, 1.84598)
C (-2.80865, -0.98198, -1.75809)
C (-2.56218, -2.49027, -1.48167)
C (-1.24228, -2.87216, -0.83852)
O (-1.61496, -3.55093, 0.33110)
C (-2.90943, -3.46681, 0.57842)
O (-3.36556, -3.79056, 1.67931)
O (-3.52349, -2.78857, -0.44786)
H (-2.58915, -0.43009, -0.84413)
H (-3.84201, -0.78863, -2.04598)
H (-2.13652, -0.62433, -2.53809)
H (-2.83437, -3.23466, -2.22993)
H (-0.64132, -2.01919, -0.52327)
H (-0.56381, -3.36825, -1.53253)
C (3.09589, -0.98425, -0.48363)
C (2.83013, 0.26405, 0.40016)
C (2.36695, -0.11887, 1.81462)
O (3.38098, 0.28551, 2.67881)
C (4.34834, 0.95279, 1.99734)
O (5.33089, 1.48104, 2.50329)
O (4.06226, 0.92640, 0.69954)
H (3.79346, -1.55490, 0.12944)
H (3.46934, -0.81808, -1.49409)
H (2.15340, -1.50236, -0.66070)
H (2.11211, 0.90205, -0.11511)
H (2.37371, -1.20875, 1.82855)
H (1.37607, 0.29171, 2.00871)
C (-3.26267, -0.59983, 1.57857)
C (-3.28353, 0.91247, 1.21527)
C (-2.21870, 1.37545, 0.18993)
O (-2.94904, 1.56214, -1.00506)
C (-4.28216, 1.42126, -0.78446)
O (-5.18709, 1.60578, -1.56569)
O (-4.44706, 1.06722, 0.45477)
H (-3.56872, -1.30296, 0.80395)
H (-3.90632, -0.69120, 2.45348)
H (-2.27873, -0.95971, 1.87933)
H (-3.13339, 1.48019, 2.13356)
H (-1.42370, 0.65680, -0.00911)
H (-1.65173, 2.25469, 0.49582)
C (2.49572, 0.63629, -5.01797)
C (2.54785, 0.42375, -3.47402)
C (3.94167, 0.14804, -2.93951)
O (4.17165, 1.06736, -1.86897)
C (3.10551, 1.86979, -1.82285)
O (3.00944, 2.75866, -1.08350)
O (2.21135, 1.64397, -2.81574)
H (3.35140, 1.18184, -5.41582)
H (1.63174, 1.23293, -5.31062)
H (2.47384, -0.32555, -5.53031)
H (1.85629, -0.29326, -3.03160)
H (4.62997, 0.22934, -3.78079)
H (4.03302, -0.88907, -2.61677)
C (-0.35889, 2.06735, -3.74345)
C (-0.87111, 2.41175, -2.36674)
C (0.11727, 3.02268, -1.39977)
O (-0.54261, 4.15565, -0.84875)
C (-1.63582, 4.43337, -1.58635)
O (-2.35373, 5.40805, -1.36551)
O (-1.75293, 3.50713, -2.61013)
H (-0.17224, 2.91177, -4.40693)
H (-0.98905, 1.41406, -4.34696)
H (0.57702, 1.52586, -3.60572)
H (-1.48290, 1.63135, -1.91420)
H (0.97269, 3.28002, -2.02439)
H (0.30770, 2.26776, -0.63692)


DFT (ωB97M-V/def2-TZVPD) results for a molecular structure, C30H46AsN3OSi2Tl.

Properties
net charge: -1

Atoms and positions in Å:
Tl (0.31324, 0.26618, -0.43577)
C (-0.01695, -3.17718, 1.99255)
C (0.50927, -2.96606, 0.59388)
C (-0.36179, -3.10044, -0.49523)
C (-1.82638, -3.36525, -0.23909)
C (0.12142, -2.93204, -1.79551)
C (-0.79544, -3.11855, -2.98186)
C (1.45923, -2.57371, -2.00966)
C (1.92928, -2.24831, -3.40906)
C (2.33465, -2.46585, -0.92556)
C (3.80323, -2.18218, -1.13206)
C (1.84750, -2.62424, 0.37906)
C (2.77383, -2.38477, 1.54923)
H (-0.52125, -2.27701, 2.36160)
H (0.77702, -3.43899, 2.68859)
H (-0.74974, -3.98386, 2.01492)
H (-2.44627, -3.00279, -1.05563)
H (-2.16423, -2.84404, 0.65605)
H (-2.03284, -4.43372, -0.10905)
H (-1.27120, -2.17690, -3.27711)
H (-1.58915, -3.83008, -2.76398)
H (-0.25049, -3.49538, -3.84689)
H (1.13352, -1.78307, -3.99112)
H (2.26250, -3.13736, -3.95567)
H (2.75598, -1.54101, -3.39317)
H (4.04294, -1.13131, -0.94290)
H (4.12589, -2.42488, -2.14197)
H (4.40878, -2.78000, -0.44941)
H (2.24019, -1.96503, 2.39961)
H (3.56277, -1.68079, 1.29166)
H (3.25572, -3.31038, 1.88376)
O (4.78721, 1.53532, 0.01206)
C (3.56117, 1.32175, 0.12633)
N (2.66808, 1.21549, -0.84036)
C (3.24917, 1.41002, -2.14217)
C (2.25809, 1.36468, -3.28026)
C (2.72865, 1.20396, -4.58772)
C (1.83110, 1.15172, -5.63333)
C (0.47183, 1.25548, -5.35865)
C (0.09254, 1.41950, -4.04036)
N (0.95821, 1.47902, -3.02662)
C (3.01688, 1.14804, 1.53633)
C (3.89261, 1.22994, 2.61334)
C (3.39453, 1.06126, 3.89387)
C (2.03948, 0.81786, 4.06706)
C (1.23604, 0.75023, 2.94003)
N (1.71702, 0.91051, 1.70824)
H (3.78413, 2.36994, -2.19667)
H (4.03047, 0.66323, -2.35318)
H (3.79430, 1.10939, -4.76031)
H (2.17947, 1.02029, -6.65072)
H (-0.27187, 1.20740, -6.14276)
H (-0.95610, 1.50269, -3.76905)
H (4.93515, 1.42239, 2.40547)
H (4.05537, 1.12124, 4.75079)
H (1.60391, 0.68699, 5.04915)
H (0.16665, 0.56629, 3.00306)
C (-1.75150, 1.49847, 4.84156)
Si (-2.89985, 1.80842, 3.36093)
C (-4.65961, 1.73259, 4.06066)
C (-2.63588, 3.62252, 2.88406)
As (-2.43916, 0.22831, 1.75301)
Si (-3.42203, 1.28680, -0.04256)
C (-5.14184, 2.00915, 0.28786)
C (-3.65754, 0.01481, -1.42733)
C (-2.46755, 2.72202, -0.83975)
H (-2.11965, 2.00475, 5.73994)
H (-0.74493, 1.87343, 4.63425)
H (-1.67576, 0.42988, 5.06101)
H (-4.81191, 2.48718, 4.84086)
H (-4.85048, 0.74603, 4.49071)
H (-5.39964, 1.89500, 3.27335)
H (-2.74217, 4.26298, 3.76687)
H (-3.36973, 3.95243, 2.14409)
H (-1.63990, 3.77708, 2.46232)
H (-5.80392, 1.25099, 0.71253)
H (-5.58890, 2.38504, -0.63927)
H (-5.09054, 2.84107, 0.99582)
H (-4.31825, -0.79173, -1.09825)
H (-2.70198, -0.43464, -1.71200)
H (-4.09643, 0.48116, -2.31657)
H (-2.31164, 3.53088, -0.12234)
H (-3.03136, 3.12788, -1.68826)
H (-1.48313, 2.42185, -1.20732)


Table of HOMO energy (eV), in record order: -6.479 -3.213
Table of max |F| (eV/Å), in record order: 6.83 0.10
Table of E_LUMO (eV), in record order: 1.68 2.50